Computed, not measured: a molecular structure, C13H12BrN4OsS2, with ωB97M-V/def2-TZVPD.

* total charge: +3
* gap between HOMO and LUMO (alpha / beta): 4.485 / 4.463 eV

```
33
Properties=species:S:1:pos:R:3:forces:R:3:mulliken_charge:R:1
Os -0.2665 0.0905 0.4281 1.1 0.6 -0.3 1.0676
C 1.2524 4.7578 2.4528 -0.1 -0.1 0.2 -0.8786
S 2.5174 3.4945 2.1712 0.0 0.2 0.0 0.1718
C 1.6967 2.1544 1.5370 0.5 -0.4 -0.1 0.5572
S -0.0824 2.0621 1.3545 -0.3 0.2 -0.2 -0.0345
N 2.4338 1.1305 1.1616 -0.3 0.3 0.1 -1.0687
N 1.7380 0.1063 0.6402 0.1 -0.3 0.1 0.5651
C 2.3847 -0.8684 0.0599 0.0 0.2 0.1 -0.3106
C 1.5824 -1.9013 -0.5471 -0.2 0.0 0.0 0.7560
C 2.1272 -3.0137 -1.1507 0.1 0.0 0.0 -0.7986
C 1.2724 -3.9817 -1.6768 0.0 0.0 0.0 -0.2149
C -0.1027 -3.7982 -1.5885 0.0 0.0 0.0 -0.7956
C -0.5997 -2.6503 -1.0007 0.1 0.0 -0.1 0.1934
N 0.2091 -1.7028 -0.4824 -0.2 -0.2 -0.1 -0.2470
H 1.7989 5.6993 2.4570 0.1 0.0 0.0 0.3729
H 0.7893 4.6107 3.4256 0.0 0.0 0.0 0.3668
H 0.5110 4.7898 1.6596 0.0 0.0 -0.1 0.3509
H 3.4702 -0.8576 0.0393 0.0 0.0 0.0 0.4958
H 3.2028 -3.1265 -1.2049 0.0 0.0 0.0 0.4544
H 1.6796 -4.8663 -2.1508 0.0 0.0 0.0 0.4918
H -0.7919 -4.5338 -1.9816 0.0 0.0 0.0 0.4260
H -1.6645 -2.4669 -0.9516 0.0 0.0 0.0 0.4280
Br -2.7915 0.2661 -0.0528 -0.3 0.1 -0.2 0.0740
C -2.6391 -0.4254 1.6964 -0.1 -0.1 0.1 0.4020
C -3.6455 -0.7220 2.5690 0.0 -0.1 0.1 -0.6545
C -3.2431 -1.1935 3.8220 0.0 0.0 0.0 -0.1320
C -1.8901 -1.3527 4.1085 0.0 0.0 0.0 -0.8242
C -0.9410 -1.0298 3.1602 0.1 -0.1 0.1 0.0160
N -1.3283 -0.5623 1.9576 -0.5 -0.3 0.5 -0.1840
H -4.6868 -0.5950 2.3029 0.0 0.0 0.0 0.4787
H -3.9909 -1.4319 4.5686 0.0 0.0 0.0 0.4633
H -1.5625 -1.7272 5.0689 0.0 0.0 0.0 0.4590
H 0.1210 -1.1437 3.3330 0.0 0.1 0.0 0.5526
```
Positions in Å, forces in eV/Å.

Computed, not measured: a molecular structure, H4NO3SSi, with ωB97M-V/def2-TZVPD.

* total charge: -1
* energy above the lowest of the compared OMol25 structures with the same formula, charge and spin: 151.1 kJ/mol
* gap between HOMO and LUMO (alpha / beta): 5.905 / 8.866 eV

```
10
Properties=species:S:1:pos:R:3:forces:R:3:mulliken_charge:R:1
N 1.1658 -0.0766 -2.8842 0.9 -0.4 -0.8 -0.5621
O -0.4007 0.5961 2.0065 0.6 0.7 -0.1 -0.3069
O -0.9668 1.1593 -0.4566 -0.4 0.0 -2.0 -0.6124
O -1.7378 -1.3091 2.4051 -0.8 -3.1 0.3 -0.4928
Si 0.1462 0.4075 0.2688 -0.6 -0.1 3.3 0.3654
S -1.8217 0.1250 2.4013 0.2 2.1 0.1 0.3570
H 1.3935 -1.0269 -2.5946 0.3 -0.4 -0.1 0.2498
H 0.4842 0.1402 -2.1923 -1.3 0.9 0.8 0.3003
H 1.3887 1.0703 0.6370 1.0 0.2 -0.5 -0.1617
H 0.3487 -1.0858 0.4090 0.1 0.2 -0.8 -0.1366
```
Positions in Å, forces in eV/Å.

Computed, not measured: a gas-phase ion, C2H4NO3S (charge +1), with ωB97M-V/def2-TZVPD.

* total charge: +1
* energy above the lowest of the compared OMol25 structures with the same formula, charge and spin: 139.4 kJ/mol
* gap between HOMO and LUMO (alpha / beta): 5.375 / 5.374 eV

```
11
Properties=species:S:1:pos:R:3:forces:R:3:mulliken_charge:R:1
C -0.4029 -0.5554 0.2529 -2.7 -2.5 -2.5 -0.5252
C 0.4675 0.2031 -0.7224 2.2 -0.4 1.2 -0.4588
N -1.4166 -2.6121 -0.4579 -0.6 -1.8 0.1 0.2631
O -1.2892 -3.7760 -0.4613 -0.2 1.5 -0.1 -0.3050
O -0.2706 -2.0187 0.0874 1.8 1.6 0.9 -0.2223
O -0.9290 -1.0015 -2.4909 1.7 0.9 -0.4 -0.1803
S 0.3635 -0.3260 -2.4226 -1.5 -0.3 1.3 0.7297
H -0.0832 -0.2453 1.2306 -0.5 -0.1 0.6 0.3818
H -1.4979 -0.4360 -0.0990 1.4 0.6 1.4 0.4314
H 0.1990 1.2151 -0.5244 -0.9 1.5 -0.9 0.4410
H 1.5038 0.3977 -0.2529 -0.6 -1.1 -1.5 0.4445
```
Positions in Å, forces in eV/Å.

Computed, not measured: a molecular structure, C20H30AuFN3O7PS, with ωB97M-V/def2-TZVPD.

* total charge: +2
* energy above the lowest of the compared OMol25 structures with the same formula, charge and spin: 137.3 kJ/mol
* gap between HOMO and LUMO: 6.511 eV

```
64
Properties=species:S:1:pos:R:3:forces:R:3:mulliken_charge:R:1
Au 0.3729 0.4440 0.9060 0.3 0.0 -0.2 1.1183
C 4.3683 -5.0284 -2.6233 0.0 0.0 0.0 -1.0243
C 3.6957 -3.9562 -3.4634 0.0 0.0 0.0 -1.0141
N 3.2321 -2.8163 -2.6481 0.0 0.0 0.0 0.1774
C 1.9573 -2.7912 -2.2598 0.0 0.0 0.0 -0.0950
C 1.3614 -1.8045 -1.5006 0.1 -0.1 0.0 -0.3447
C -0.1504 -2.0100 -1.2570 -0.1 0.2 0.2 0.1814
O -0.6495 -3.0053 -1.7613 0.1 0.1 0.0 -0.7351
O -0.7106 -1.1031 -0.5724 0.0 -0.3 0.0 -0.3926
C 2.1633 -0.7265 -1.1099 -0.1 0.1 0.0 1.7162
O 1.8127 0.3479 -0.4615 0.0 0.0 0.0 -1.0086
C 3.5565 -0.7469 -1.4967 0.1 0.0 -0.1 1.0264
C 4.4277 0.2858 -1.1142 0.0 0.0 0.0 -0.8402
C 5.7327 0.2685 -1.4876 0.0 0.0 -0.1 0.3265
F 6.5055 1.3040 -1.1031 0.0 0.0 0.0 -0.3441
C 6.2956 -0.7721 -2.2678 0.0 0.0 0.0 -0.9490
C 5.4373 -1.7965 -2.6285 0.0 0.0 0.0 -0.5654
C 4.0798 -1.7928 -2.2671 0.0 0.0 0.0 -0.0329
N 7.6535 -0.8010 -2.6311 0.0 -0.1 0.0 0.1847
C 8.5912 0.2360 -2.1864 0.0 0.0 0.0 -0.7009
C 10.0018 -0.1278 -2.6459 0.0 0.0 0.0 -0.8437
N 10.1335 -1.6228 -2.6075 0.0 0.0 0.0 -0.1258
C 9.2892 -2.2493 -3.6954 0.0 0.0 0.0 -0.7632
C 8.0544 -1.3744 -3.9077 0.0 0.0 0.0 -0.6096
H 4.7107 -5.8390 -3.2657 0.0 0.0 0.0 0.3757
H 3.6663 -5.4449 -1.9014 0.0 0.0 0.0 0.3582
H 5.2246 -4.6378 -2.0723 0.0 0.0 0.0 0.3256
H 2.8147 -4.3532 -3.9620 0.0 0.0 0.0 0.4717
H 4.3461 -3.5697 -4.2468 0.0 0.0 0.0 0.4671
H 1.3173 -3.6038 -2.5851 0.0 0.0 0.0 0.5690
H 4.0597 1.1163 -0.5295 0.0 0.0 0.0 0.6312
H 5.8185 -2.6456 -3.1704 0.1 0.0 0.0 0.4538
H 8.5765 0.2878 -1.0993 0.0 0.0 0.0 0.5169
H 8.3572 1.2321 -2.5702 0.0 0.0 0.0 0.4249
H 10.7505 0.3122 -1.9918 0.0 0.0 0.0 0.4097
H 10.2163 0.1703 -3.6697 0.0 0.0 0.0 0.3559
H 9.8075 -1.9568 -1.6989 0.0 0.0 0.0 0.3805
H 11.1075 -1.9114 -2.7014 0.0 0.0 0.0 0.3525
H 9.0362 -3.2532 -3.3620 0.0 0.0 0.0 0.4248
H 9.9031 -2.3113 -4.5920 0.0 0.0 0.0 0.3788
H 7.2727 -1.9894 -4.3358 -0.1 0.0 0.0 0.4040
H 8.2569 -0.5877 -4.6427 0.0 0.0 0.0 0.3127
C -2.4990 3.0164 1.2238 0.0 0.0 0.0 -1.1543
P -2.0912 2.0500 -0.2223 0.0 -0.2 -0.1 1.1112
C -2.4286 3.0198 -1.6773 0.0 0.0 0.0 -1.1985
C -3.0717 0.5642 -0.2297 -0.2 0.1 0.0 -1.0382
O -0.5694 1.7235 -0.2922 0.0 0.2 0.2 -0.5447
H -3.5013 3.4315 1.1083 0.0 0.0 0.0 0.4135
H -1.7856 3.8338 1.3316 0.0 0.0 0.0 0.3553
H -2.4717 2.3941 2.1166 0.0 0.0 0.0 0.3257
H -3.4976 3.2245 -1.7428 0.0 0.0 0.0 0.4115
H -2.1110 2.4619 -2.5574 0.0 0.0 0.0 0.3396
H -1.8817 3.9608 -1.6282 0.0 0.0 0.0 0.3649
H -4.1274 0.8118 -0.3530 0.0 0.0 0.0 0.4673
H -2.9376 0.0287 0.7103 0.0 0.0 0.0 0.3114
H -2.7264 -0.0839 -1.0340 0.0 0.0 0.0 0.2981
C -0.2304 -1.4768 4.2968 0.0 -0.1 0.0 -0.8800
S 0.4776 -0.1059 3.4838 0.0 0.0 0.1 1.0649
O 1.3234 -0.6430 2.3266 0.0 0.1 0.1 -0.6013
O 1.1637 0.7288 4.3952 0.0 -0.1 0.1 -0.5036
O -0.6326 0.5798 2.6834 -0.1 0.1 -0.1 -0.5757
H 0.5860 -2.0162 4.7751 0.0 0.0 0.0 0.3844
H -0.7461 -2.0976 3.5685 0.0 0.0 0.0 0.3091
H -0.9133 -1.0867 5.0501 0.0 0.0 0.0 0.3842
```
Positions in Å, forces in eV/Å.

Computed, not measured: 2 unconnected molecules or ions with the total composition C5H12N5O2, with ωB97M-V/def2-TZVPD.

* total charge: +1
* energy above the lowest of the compared OMol25 structures with the same formula, charge and spin: 112.2 kJ/mol
* gap between HOMO and LUMO: 9.375 eV

```
24
Properties=species:S:1:pos:R:3:forces:R:3:mulliken_charge:R:1
C 0.8381 -1.6891 0.3397 0.2 5.5 1.9 -0.2536
C -0.6193 1.5602 0.2034 5.0 2.2 -0.3 0.6532
C -0.9726 -2.9026 -3.0298 -0.2 -2.3 -1.2 0.6441
C -1.6107 -0.5722 0.7472 -1.6 1.2 1.2 -1.5012
C 1.8199 2.2164 0.6532 -0.2 -1.4 -1.2 -0.7936
N -1.7128 2.1537 -0.2349 -0.5 1.0 0.8 -0.4238
N 0.7757 -0.2851 0.5159 1.8 -5.7 -0.5 -0.8377
N -0.4856 0.2526 0.4377 -0.1 0.0 -0.2 0.5842
N 1.9465 -2.3874 0.6901 -0.5 1.3 -0.8 -0.3769
N 0.4579 2.4305 0.2373 -2.0 1.6 -0.7 -0.3101
O -1.0776 -2.0209 -2.3336 -0.2 3.6 2.4 -0.3307
O -0.9187 -3.8474 -3.6653 0.3 -1.3 -1.3 -0.3217
H -0.0951 -2.1163 0.1728 -1.0 -1.6 -0.7 0.5346
H -1.9986 -1.0882 -0.1338 -0.4 0.2 0.2 0.3884
H -1.3584 -1.2906 1.5352 0.2 0.1 -0.3 0.5024
H -2.2799 0.1625 1.2833 -0.3 -1.2 -1.0 0.5236
H 1.9398 1.1573 0.4172 1.3 0.8 0.0 0.3363
H 1.8321 2.3309 1.6604 0.2 -0.1 3.4 0.3740
H 2.5511 2.9423 0.3415 -0.1 0.2 -1.2 0.3481
H -2.2944 1.4974 -0.6160 -2.5 -1.3 -1.3 0.2079
H -1.6798 3.0741 -0.6814 0.1 -0.8 0.5 0.2574
H 2.0817 -3.3803 0.3684 0.2 2.0 0.6 0.2832
H 2.6559 -1.6558 0.9332 0.0 -2.0 -0.3 0.2827
H 0.2046 3.4579 0.1581 0.1 -2.1 0.0 0.2290
```
Positions in Å, forces in eV/Å.

Computed, not measured: a single C4H5O2P molecule, with ωB97M-V/def2-TZVPD.

* total charge: 0
* energy above the lowest of the compared OMol25 structures with the same formula, charge and spin: 766.9 kJ/mol
* gap between HOMO and LUMO: 7.906 eV

```
12
Properties=species:S:1:pos:R:3:forces:R:3:mulliken_charge:R:1
C 1.7100 -0.8913 0.5286 -0.8 2.0 -1.3 -0.1447
C -1.4097 -1.4557 0.4726 -1.3 -0.1 -0.2 -0.4779
C 1.3088 0.1938 -0.0653 1.1 -2.3 1.8 0.2261
C 0.3215 1.2790 -0.1071 0.4 -0.3 0.8 -0.5221
O 2.6183 -0.1338 -0.4798 0.1 0.9 -0.6 -0.5111
O -1.2441 -0.8155 -1.0262 0.6 -1.8 -2.6 -0.2882
P -1.2784 0.2411 0.0439 0.6 4.2 0.3 0.4622
H 1.7613 -1.9204 0.7057 -0.2 -0.9 0.4 0.3476
H -2.5357 -1.4650 0.3128 0.6 -0.5 1.2 0.2155
H 0.5255 1.8231 0.8551 -0.5 0.0 -0.9 0.2792
H 0.5265 1.9513 -0.9873 -0.9 -0.7 0.8 0.3525
H -2.3038 1.1934 -0.2531 0.3 -0.4 0.3 0.0608
```
Positions in Å, forces in eV/Å.

Number 1: energy -113785.65769 eV. Number 2: energy -26410.11740 eV. Number 3: energy -20592.70609 eV. Number 4: energy -66548.68738 eV. Number 5: energy -16917.37415 eV. Number 6: energy -17604.04148 eV.